[1]
# C45H26Cl5F9N4O3PSTl

A molecular structure, C45H26Cl5F9N4O3PSTl (ωB97M-V/def2-TZVPD, the Open Molecules 2025 dataset).

XYZ file:
```
95
Properties=species:S:1:pos:R:3
Tl 0.825 0.268 -1.123
Cl 3.139 5.653 -4.780
Cl 2.354 3.642 -7.009
Cl 0.142 1.527 -6.485
Cl -1.251 1.386 -3.732
Cl 1.700 5.596 -2.061
S -0.484 3.285 -1.399
P -1.565 -0.483 0.305
F -4.549 -2.032 -5.385
F -6.217 -2.471 -4.079
F -1.534 -5.544 4.765
F -5.914 -0.453 -4.806
F -4.645 3.775 4.482
F -3.725 5.152 3.088
F 0.205 -6.005 3.556
F -1.765 -6.597 2.895
F -2.588 4.391 4.764
O 0.279 -2.080 -3.733
O 2.065 -4.076 5.780
O 0.197 -2.924 5.496
N 2.738 -0.948 0.104
N 0.393 -2.083 -2.606
N 1.701 2.391 -0.118
N 3.104 0.145 -2.412
C 1.819 -2.663 3.813
C 0.812 3.384 -0.178
C -3.042 2.914 2.987
C -3.976 2.090 2.373
C -0.475 -4.153 1.605
C 0.007 2.544 -3.986
C -1.224 -4.319 2.760
C -3.749 -2.332 -2.577
C 1.801 4.484 1.689
C 0.389 3.399 -2.949
C 1.794 -0.820 2.289
C 5.358 -0.646 -2.393
C -1.087 -5.622 3.517
C -3.508 4.065 3.848
C -4.414 -1.268 -3.176
C -1.684 2.722 2.782
C -1.458 -1.977 1.307
C -0.582 -2.978 0.886
C -1.260 1.703 1.947
C 1.583 3.576 -5.488
C 0.587 2.627 -5.250
C -3.550 1.066 1.542
C 3.321 0.674 -3.609
C 0.806 4.434 0.725
C -4.265 0.022 -2.694
C -2.751 -0.799 -1.012
C 1.441 -1.365 3.502
C 1.326 4.397 -3.229
C 3.853 -1.086 -0.487
C -2.186 0.869 1.323
C -2.086 -3.324 3.199
C -2.919 -2.100 -1.495
C 2.560 -3.408 2.899
C -5.291 -1.552 -4.372
C -2.206 -2.147 2.471
C 5.580 -0.087 -3.647
C 1.286 -3.225 5.101
C 2.518 -1.565 1.365
C -3.425 0.260 -1.617
C 2.683 2.466 0.785
C 1.947 4.467 -4.477
C 4.544 0.584 -4.265
C 2.778 3.498 1.701
C 2.905 -2.866 1.665
C 4.109 -0.506 -1.813
H 0.193 -4.937 1.276
H 2.487 1.191 -4.066
H 6.545 -0.181 -4.127
H 0.054 5.207 0.647
H 3.395 1.649 0.784
H -2.646 -3.458 4.113
H 4.665 1.033 -5.242
H 1.827 5.295 2.405
H -3.301 1.272 -1.253
H -5.032 2.242 2.551
H 4.677 -1.633 -0.024
H -4.798 0.840 -3.160
H 1.516 0.198 2.043
H 2.945 -4.150 5.391
H 2.825 -4.436 3.116
H 0.849 -0.804 4.214
H -2.872 -1.370 2.821
H -0.198 1.557 1.786
H -4.282 0.424 1.070
H -3.894 -3.338 -2.948
H 3.589 3.516 2.415
H -0.967 3.362 3.278
H 6.142 -1.181 -1.875
H 3.423 -3.472 0.931
H 0.015 -2.845 -0.010
H -2.429 -2.935 -1.011
```

The value obtained for the HOMO energy (alpha / beta) is -13.2 / -13.9 eV. The relative energy (zero: lowest compared OMol25 entry of this formula, charge and spin) comes out at 0.0 kcal per mole. The value obtained for the max |F| is 0.0051 Eh/bohr. The value obtained for the total energy is -171063.8723 eV. For the HOMO-LUMO gap (alpha / beta), the calculation gives 7.0 / 6.1 eV. Its total charge is +2.

***

[2]
# C45H29Br2Cl4N6O5S2W

A molecular structure, C45H29Br2Cl4N6O5S2W (ωB97M-V/def2-TZVPD, the Open Molecules 2025 dataset).

XYZ file:
```
94
Properties=species:S:1:pos:R:3
W 0.106 -0.060 0.024
Br 3.078 2.176 6.242
Br -1.548 3.506 3.302
Cl -1.732 -3.057 3.614
Cl -0.316 -5.879 3.609
Cl 1.991 -6.449 1.577
Cl 2.833 -4.201 -0.487
S 2.112 0.551 -1.373
S -0.717 1.850 -1.496
O -6.780 -1.483 -3.307
O -0.230 1.468 1.270
O -6.981 -1.402 -1.161
O -0.570 -1.213 1.537
O 1.204 -1.720 -0.175
N -0.753 -1.182 -1.725
N -6.332 -1.393 -2.186
N 1.875 0.107 1.510
N 2.308 1.138 -3.969
N -2.179 0.110 0.063
N -0.053 2.625 -3.971
C -2.097 -1.219 -1.885
C 2.024 1.950 4.695
C 1.752 1.596 -5.233
C 5.536 0.509 -2.366
C 2.457 1.069 3.667
C 0.940 2.854 -5.006
C 3.006 -0.571 1.514
C 1.537 1.223 -2.860
C -0.057 -2.442 1.620
C -2.856 0.718 1.020
C 0.296 1.891 -2.893
C -3.171 0.336 -5.919
C -4.137 -1.896 -3.016
C 1.199 -4.924 1.587
C 4.671 1.198 -3.205
C 0.170 -4.667 2.494
C 3.653 0.323 3.647
C -4.864 -1.281 -2.059
C -3.555 0.922 -7.120
C -1.383 3.190 -4.187
C 1.613 0.932 2.556
C 1.587 -3.942 0.674
C -2.154 2.406 -5.222
C 6.686 2.552 -1.843
C 5.821 3.248 -2.677
C -2.473 1.071 -4.977
C 0.847 2.632 4.576
C 3.926 -0.477 2.570
C -4.278 -0.576 -0.947
C -0.525 -2.480 -3.718
C 3.597 0.451 -3.961
C -2.539 2.984 -6.423
C 6.544 1.182 -1.690
C -3.238 2.245 -7.370
C -2.877 -0.546 -0.897
C -1.886 -2.530 -3.884
C 0.032 2.494 3.430
C 0.009 -1.806 -2.617
C -4.252 0.750 1.041
C 0.936 -2.720 0.687
C 0.406 1.651 2.415
C -0.470 -3.424 2.510
C -2.711 -1.891 -2.943
C -4.973 0.119 0.064
C 4.821 2.572 -3.356
H 1.118 0.818 -5.675
H 0.420 3.127 -5.924
H 5.414 -0.560 -2.233
H 7.468 3.079 -1.313
H 7.215 0.635 -1.041
H 4.341 0.393 4.478
H -1.261 4.228 -4.503
H -2.175 0.620 -4.035
H -4.104 0.348 -7.854
H -2.302 4.024 -6.617
H 0.148 -2.966 -4.409
H -4.745 1.283 1.841
H 4.147 3.123 -4.004
H -4.639 -2.402 -3.828
H 4.836 -1.055 2.518
H 3.476 -0.548 -3.532
H 3.193 -1.217 0.667
H 2.573 1.800 -5.918
H -1.910 3.204 -3.236
H 1.074 -1.787 -2.431
H 3.883 0.322 -5.006
H -6.051 0.135 0.072
H -2.276 1.218 1.779
H 5.930 4.317 -2.799
H 0.524 3.299 5.362
H -2.331 -3.056 -4.719
H -3.430 -0.697 -5.721
H 1.592 3.685 -4.716
H -3.536 2.708 -8.302
```

The value obtained for the HOMO energy (alpha / beta) is -9.3 / -10.2 eV. The relative energy (zero: lowest compared OMol25 entry of this formula, charge and spin) comes out at 0.2 kcal per mole. The value obtained for the max |F| is 0.0066 Eh/bohr. The value obtained for the total energy is -279981.7588 eV. For the HOMO-LUMO gap (alpha / beta), the calculation gives 5.5 / 6.3 eV. Its spin multiplicity is 3. Its total charge is +1.

***

[3]
# C45H29F12N5O2SSc

A molecular structure, C45H29F12N5O2SSc in a non-equilibrium geometry (ωB97M-V/def2-TZVPD, the Open Molecules 2025 dataset).

XYZ file:
```
95
Properties=species:S:1:pos:R:3
Sc 0.924 -0.683 0.422
S -4.171 -0.565 -0.207
F 1.534 3.730 -0.667
F 5.600 -3.003 1.425
F 2.506 -4.729 1.716
F 1.218 4.550 1.292
F 3.119 1.743 2.539
F 4.971 -2.243 -0.475
F 3.394 3.182 1.010
F 3.809 -4.513 0.042
F 5.079 -0.942 1.225
F -0.410 3.686 0.200
F 1.767 -3.869 -0.094
F 3.265 1.109 0.474
O 2.550 -1.597 0.280
O 0.849 1.231 0.077
N 0.597 -1.222 -1.840
N -0.501 1.826 -5.703
N 1.516 -0.294 2.394
N -2.152 0.339 -5.907
N -1.662 0.066 -0.304
C 0.808 0.344 -3.630
C -0.389 -2.999 2.315
C -3.769 2.222 -3.121
C 2.739 2.036 1.291
C -2.473 -0.712 0.323
C -2.292 3.357 4.525
C 3.005 -2.195 2.650
C -1.295 2.373 3.989
C 2.361 -0.909 4.578
C 4.716 -2.166 0.840
C -1.340 -3.612 3.115
C 0.887 3.519 0.488
C -2.678 -3.256 3.019
C 1.177 2.107 1.056
C -0.994 0.699 -5.254
C -2.401 2.452 -2.992
C -0.504 2.721 2.900
C -1.178 1.094 4.515
C 2.245 -1.123 3.185
C -1.094 -1.106 -3.528
C 3.686 -3.047 3.510
C -3.040 -2.288 2.110
C -0.254 0.211 4.007
C 2.834 -3.881 0.722
C -0.539 -1.654 -2.387
C -2.412 1.323 -6.822
C -1.356 2.256 -6.671
C -4.419 1.326 -2.292
C -2.342 3.604 -8.347
C -0.681 -2.001 1.366
C 3.032 -1.774 5.405
C -3.668 0.647 -1.348
C -0.429 -0.046 -4.152
C 3.198 -2.399 1.140
C -2.277 0.855 -1.225
C -1.651 1.785 -2.048
C -3.372 2.672 -8.503
C -1.317 3.409 -7.449
C 1.276 -0.266 -2.480
C -3.424 1.517 -7.746
C 4.356 -3.901 5.764
C -2.067 -1.679 1.308
C 0.587 0.560 2.935
C 3.674 -2.892 4.888
C 0.415 1.842 2.357
H -0.509 4.112 -7.326
H 0.635 -3.329 2.443
H -1.023 -2.478 -1.878
H 1.352 1.140 -4.112
H -4.147 2.863 -9.229
H -1.037 -4.378 3.817
H -4.330 2.756 -3.875
H -0.187 -0.788 4.412
H -3.425 -3.730 3.641
H -4.218 0.796 -7.865
H 4.416 -3.551 6.791
H -3.059 3.551 3.776
H -5.483 1.157 -2.366
H 2.231 0.021 -2.041
H -1.916 3.154 -3.651
H -2.352 4.498 -8.950
H 4.248 -3.879 3.113
H 5.363 -4.103 5.403
H -0.637 3.709 2.490
H 1.911 -0.017 4.989
H -1.807 4.304 4.763
H -2.044 -1.466 -3.892
H 3.056 -1.575 6.469
H -2.770 2.965 5.419
H -0.595 1.957 -1.915
H -4.077 -1.986 2.007
H 3.803 -4.841 5.752
H -1.827 0.785 5.325
H -2.717 -0.473 -5.718
```

The value obtained for the HOMO energy is -4.1 eV. The relative energy (zero: lowest compared OMol25 entry of this formula, charge and spin) comes out at 5.8 kcal per mole. The value obtained for the max |F| is 0.0394 Eh/bohr. The value obtained for the total energy is -122836.2488 eV. For the HOMO-LUMO gap, the calculation gives 5.5 eV. Its total charge is -1.

***

Question: Which of these has the lowest relative energy (zero: lowest compared OMol25 entry of this formula, charge and spin)?
Answer: C45H26Cl5F9N4O3PSTl